Record 1
Here is a cluster of 2 separate species, C4H10N2O in total from the OMol25 dataset. Energies are from ωB97M-V/def2-TZVPD.

Positions of all 17 atoms, in Å:
1 O -1.269 -0.062 -0.782
2 N -0.534 -0.205 0.313
3 N -1.409 1.871 1.124
4 C 1.370 0.172 -0.382
5 C -0.532 -1.580 0.840
6 C -0.746 0.823 1.305
7 C 1.029 0.488 -1.725
8 H 1.090 1.536 -2.004
9 H -1.830 1.846 0.188
10 H -0.220 -2.243 0.039
11 H -1.538 -1.855 1.163
12 H 1.405 -0.191 -2.487
13 H -0.220 0.628 2.236
14 H 1.796 -0.798 -0.153
15 H 1.643 0.964 0.304
16 H -0.199 0.261 -1.657
17 H 0.164 -1.654 1.677

The spin multiplicity is 1. The calculation puts the HOMO energy at -0.3425 Ha. The relative energy (zero: lowest compared OMol25 entry of this formula, charge and spin) is 5.046 eV.

***

Record 2
Here is a structure of composition C21H59AlCl2O21P5 from the OMol25 dataset. Energies are from ωB97M-V/def2-TZVPD.

Positions of all 109 atoms, in Å:
1 Cl 4.964 4.298 -1.089
2 Cl 6.451 1.801 -2.069
3 P -4.128 1.640 -1.988
4 P 0.260 2.187 2.158
5 P -5.487 -2.546 3.132
6 P 0.363 -3.304 4.972
7 P 4.332 -3.532 -3.630
8 Al 2.235 3.599 -2.664
9 O 5.036 4.405 -4.410
10 O 1.023 -4.740 5.333
11 O 5.117 -4.706 -4.488
12 O -6.747 -2.378 2.095
13 O 1.436 -2.548 4.313
14 O -0.727 -3.916 3.921
15 O -0.637 -2.190 5.591
16 O 3.245 -4.618 -3.000
17 O -4.498 -1.581 2.299
18 O -6.404 -2.538 4.465
19 O 5.088 -2.316 -4.464
20 O 4.967 -3.211 -2.315
21 O -4.685 2.859 -1.023
22 O -1.028 1.431 2.883
23 O 1.700 2.551 1.452
24 O -5.630 1.268 -2.551
25 O -4.886 -3.886 3.091
26 O -3.473 2.117 -3.222
27 O 0.876 2.617 3.634
28 O -0.535 3.280 1.503
29 O -2.869 1.326 -1.017
30 C -4.195 -1.986 0.952
31 C 2.172 3.907 1.573
32 C -1.725 2.124 3.905
33 C 2.557 4.458 -4.487
34 C -7.556 -3.385 4.448
35 C -7.175 -1.072 1.689
36 C 3.912 2.936 -1.694
37 C 4.902 -4.815 -5.897
38 C 1.351 -5.580 4.224
39 C 3.876 5.173 -4.714
40 C -4.947 2.606 0.356
41 C 3.779 -5.817 -2.453
42 C -6.426 2.364 -2.990
43 C -1.939 2.434 -0.789
44 C 4.101 0.483 -2.148
45 C 1.987 1.889 4.174
46 C 4.670 1.867 -2.478
47 C 6.518 -2.286 -4.422
48 C 3.922 6.520 -4.024
49 C -1.156 -1.222 4.663
50 C -2.031 -4.305 4.374
51 H 1.370 4.527 -1.645
52 H -1.846 3.177 3.654
53 H -4.565 1.635 0.678
54 H 3.156 3.887 2.043
55 H 2.088 -6.294 4.587
56 H -4.710 -2.895 0.657
57 H 5.871 -4.867 -6.393
58 H 6.938 -3.111 -3.857
59 H -0.958 2.145 -1.161
60 H -6.917 2.850 -2.147
61 H 3.974 -6.551 -3.235
62 H -2.118 -5.391 4.326
63 H 3.019 -6.215 -1.783
64 H -0.837 -1.398 3.642
65 H 6.811 -1.343 -3.966
66 H -6.474 -0.295 1.992
67 H -0.826 -0.238 4.978
68 H 2.436 1.217 3.444
69 H 3.929 5.408 -5.787
70 H 3.475 0.502 -1.265
71 H 3.277 7.174 -4.603
72 H 1.774 -5.002 3.405
73 H -4.460 3.380 0.948
74 H -7.189 1.948 -3.647
75 H -1.196 2.027 4.854
76 H -7.334 -4.339 3.974
77 H -2.250 3.347 -1.283
78 H 4.575 2.019 -3.541
79 H -1.875 2.610 0.278
80 H 3.555 6.478 -3.005
81 H -8.384 -2.899 3.935
82 H -2.771 -3.866 3.713
83 H 0.474 -6.125 3.880
84 H 2.355 3.719 -5.261
85 H 6.893 -2.326 -5.447
86 H 4.867 -0.274 -2.076
87 H -2.246 -1.264 4.702
88 H 3.575 2.447 -0.786
89 H 3.442 0.198 -2.964
90 H 5.221 3.801 -5.126
91 H -2.706 1.658 4.008
92 H -6.026 2.645 0.532
93 H 1.653 1.308 5.036
94 H -5.827 3.088 -3.539
95 H -4.492 -1.176 0.286
96 H -7.261 -1.058 0.604
97 H -2.228 -3.974 5.394
98 H 4.354 -3.962 -6.299
99 H 2.743 2.605 4.496
100 H 4.345 -5.730 -6.106
101 H 1.301 2.283 -2.932
102 H -3.123 -2.138 0.872
103 H -8.152 -0.864 2.127
104 H 1.514 4.536 2.163
105 H 4.693 -5.618 -1.895
106 H 4.921 6.932 -4.105
107 H -7.833 -3.547 5.487
108 H 2.270 4.319 0.569
109 H 1.783 5.221 -4.586

The spin multiplicity is 1. The calculation puts the HOMO energy at -0.1850 Ha. As for the charge: -1.

***

Record 3
Here is a cluster of 2 separate species, C4H12N3S in total from the OMol25 dataset. Energies are from ωB97M-V/def2-TZVPD.

Positions of all 20 atoms, in Å:
1 S 0.242 -0.705 1.825
2 N -1.883 -1.566 -0.310
3 N -3.174 -0.873 -2.121
4 N -2.224 0.724 -0.770
5 C 2.609 0.396 0.789
6 C -2.383 -0.520 -1.021
7 C 1.319 -0.335 0.410
8 C 2.359 1.870 1.085
9 H 3.035 -0.084 1.673
10 H 3.350 0.290 -0.015
11 H -1.313 -1.363 0.536
12 H 1.568 -1.256 -0.130
13 H 0.783 0.262 -0.343
14 H 2.177 2.429 0.164
15 H -3.725 -0.115 -2.484
16 H 1.479 1.952 1.720
17 H 3.197 2.351 1.592
18 H -2.182 -2.500 -0.522
19 H -3.610 -1.777 -2.126
20 H -1.623 0.818 0.049

The spin multiplicity is 1. The calculation puts the HOMO energy at -0.1042 Ha. As for the charge: -1. The relative energy (zero: lowest compared OMol25 entry of this formula, charge and spin) is 0.286 eV.

***

Record 4
Here is the molecule C19H24N2O4 from the OMol25 dataset. Energies are from ωB97M-V/def2-TZVPD.

Positions of all 49 atoms, in Å:
1 O -1.090 -3.648 -2.082
2 O 1.370 2.659 0.931
3 O 0.683 -2.835 2.036
4 O -2.748 4.826 0.377
5 N -0.177 -3.558 0.029
6 N -0.428 3.385 -0.231
7 C 0.373 -0.015 0.651
8 C -0.640 -3.017 -1.160
9 C -2.525 7.169 0.475
10 C 0.086 -1.298 0.242
11 C -1.594 6.562 1.523
12 C -1.557 5.083 1.118
13 C -3.500 6.019 0.239
14 C -0.148 -4.978 0.299
15 C 0.075 1.035 -0.223
16 C 0.993 -5.697 -0.422
17 C -0.465 -1.549 -1.018
18 C 2.918 -4.091 -0.826
19 C -0.346 4.749 0.231
20 C -0.740 -0.521 -1.895
21 C 3.371 -6.423 -0.068
22 C 0.407 2.424 0.230
23 C 0.266 -2.601 0.932
24 C -0.466 0.778 -1.480
25 C 2.396 -5.250 0.022
26 H -4.303 6.031 0.989
27 H -3.949 6.022 -0.757
28 H -0.328 5.419 -0.634
29 H -1.544 4.415 1.989
30 H 4.369 -6.113 0.235
31 H -0.045 -5.090 1.381
32 H -1.317 3.130 -0.634
33 H -0.655 1.597 -2.158
34 H 0.582 4.848 0.797
35 H 0.880 -5.553 -1.498
36 H -1.104 -5.399 -0.025
37 H -2.027 6.668 2.518
38 H 3.423 -6.795 -1.089
39 H -1.152 -0.724 -2.871
40 H 3.057 -7.238 0.581
41 H -3.026 8.070 0.820
42 H 3.916 -3.807 -0.499
43 H 0.872 -6.762 -0.216
44 H 2.971 -4.382 -1.873
45 H 0.817 0.192 1.612
46 H 2.281 -3.214 -0.746
47 H -1.977 7.396 -0.439
48 H 2.345 -4.923 1.066
49 H -0.602 7.006 1.521

The spin multiplicity is 1. The calculation puts the HOMO energy at -0.3542 Ha. The relative energy (zero: lowest compared OMol25 entry of this formula, charge and spin) is 0.051 eV. As for the SMILES: CC(C)CCN1C(=O)c2ccc(C(=O)NC[C@H]3CCCO3)cc2C1=O.

***

Record 5
Here is a structure of composition C35H32AsF5N4OsP2Se3 from the OMol25 dataset. Energies are from ωB97M-V/def2-TZVPD.

Positions of all 83 atoms, in Å:
1 Os 0.646 -0.728 -2.475
2 Se 1.946 1.153 -2.578
3 Se 1.012 -2.415 -0.960
4 Se -1.920 -0.816 3.236
5 As -1.464 -0.567 -3.748
6 P -1.441 1.178 2.680
7 P -0.144 -1.657 0.965
8 F 3.843 3.152 -5.616
9 F 6.869 0.924 -4.663
10 F 5.059 0.212 -6.788
11 F 2.232 0.557 -5.850
12 F 5.184 1.115 -2.162
13 N -1.238 2.014 -0.019
14 N -0.365 0.285 -0.974
15 N -0.781 1.530 -1.154
16 N 1.699 -1.883 -3.999
17 C 3.232 -0.704 2.914
18 C 0.505 1.326 4.628
19 C -0.849 -4.298 1.122
20 C -4.654 4.324 3.394
21 C -1.677 -1.824 -5.193
22 C 1.150 -1.640 2.188
23 C 2.139 -2.410 4.224
24 C -1.326 -3.001 0.944
25 C 3.197 -1.531 4.028
26 C 0.133 1.745 3.353
27 C 2.142 3.054 3.187
28 C -0.586 -0.070 0.316
29 C -2.704 2.414 2.966
30 C 3.339 0.682 -5.114
31 C 2.509 2.642 4.461
32 C -2.394 3.764 2.801
33 C 3.387 0.836 -3.784
34 C -3.533 -3.837 0.542
35 C 5.567 0.970 -4.521
36 C -4.957 2.981 3.563
37 C 4.841 2.495 -6.102
38 C -3.005 -0.780 -2.616
39 C -1.127 1.059 0.911
40 C -3.377 4.716 3.013
41 C -3.069 -5.134 0.738
42 C 1.102 -2.465 3.309
43 C -3.982 2.019 3.348
44 C -1.589 1.193 -4.526
45 C 1.692 1.780 5.180
46 C 4.662 0.950 -5.735
47 C -1.733 -5.363 1.031
48 C 2.211 -0.761 1.980
49 C 4.810 1.002 -3.423
50 C -2.667 -2.763 0.649
51 C 0.954 2.609 2.628
52 H -2.548 1.282 -5.035
53 H 2.235 -0.113 1.110
54 H 4.053 -0.014 2.772
55 H -2.943 -1.736 -2.098
56 H -3.025 0.038 -1.898
57 H -0.776 1.328 -5.236
58 H -3.032 -1.749 0.550
59 H -2.649 -1.658 -5.658
60 H 0.257 -3.118 3.479
61 H -0.900 -1.669 -5.939
62 H -3.144 5.764 2.889
63 H 2.633 -2.156 -3.698
64 H 1.978 1.462 6.174
65 H -4.579 -3.662 0.329
66 H 3.433 3.000 4.897
67 H 3.999 -1.487 4.753
68 H 0.669 2.939 1.636
69 H 2.778 3.732 2.631
70 H -1.511 1.919 -3.719
71 H -4.209 0.970 3.488
72 H -3.755 -5.967 0.670
73 H 1.218 -2.746 -4.241
74 H -3.900 -0.750 -3.237
75 H -0.128 0.643 5.181
76 H -1.397 4.075 2.517
77 H 1.821 -1.371 -4.869
78 H -5.950 2.681 3.870
79 H -1.635 -2.844 -4.813
80 H 2.114 -3.045 5.100
81 H 0.197 -4.485 1.341
82 H -1.373 -6.371 1.189
83 H -5.415 5.073 3.567

The spin multiplicity is 1. The calculation puts the HOMO energy at -0.4826 Ha. As for the charge: +2. The relative energy (zero: lowest compared OMol25 entry of this formula, charge and spin) is 0.000 eV.

***

Record 6
Here is a cluster of 2 separate species, C5H11N3PS in total from the OMol25 dataset. Energies are from ωB97M-V/def2-TZVPD.

Positions of all 21 atoms, in Å:
1 S -0.861 0.843 -1.982
2 P -1.115 -0.379 -0.523
3 N 0.545 2.373 0.116
4 N -2.248 -1.377 -1.172
5 N 2.123 1.231 1.385
6 C -3.170 -1.773 -2.101
7 C 3.272 0.580 2.021
8 C 1.503 2.321 0.996
9 C 2.439 -0.188 1.110
10 C -3.123 -2.425 -0.809
11 H 4.341 0.916 1.821
12 H -3.910 -2.440 -0.131
13 H 2.909 -0.450 0.164
14 H -0.040 3.156 -0.051
15 H 1.824 3.286 1.351
16 H 3.006 0.538 3.120
17 H -4.020 -1.254 -2.484
18 H -2.631 -3.425 -0.925
19 H -2.734 -2.458 -2.795
20 H 0.401 1.776 -0.638
21 H 1.489 -0.850 1.527

The spin multiplicity is 1. The calculation puts the HOMO energy at -0.4563 Ha. As for the charge: +1. The relative energy (zero: lowest compared OMol25 entry of this formula, charge and spin) is 0.747 eV.

***

Record 7
Here is the molecule C6H5NOS2 from the OMol25 dataset. Energies are from ωB97M-V/def2-TZVPD.

Positions of all 15 atoms, in Å:
1 S 1.623 0.964 -1.408
2 S 1.667 -0.779 -0.552
3 O -0.331 -0.723 3.057
4 N -0.372 1.905 -4.530
5 C 0.407 -0.472 0.629
6 C -0.151 0.867 -2.114
7 C -0.799 -0.070 0.112
8 C -1.080 0.250 -1.352
9 C -0.354 1.461 -3.448
10 C 0.679 -1.046 2.116
11 H 0.053 0.143 3.737
12 H 0.672 -2.204 1.849
13 H 1.724 -0.737 2.505
14 H -1.596 0.054 0.865
15 H -2.142 0.385 -1.466

The spin multiplicity is 1. The calculation puts the HOMO energy at -0.3277 Ha. The relative energy (zero: lowest compared OMol25 entry of this formula, charge and spin) is 2.975 eV. As for the SMILES: N#CC1=CC=C(CO)SS1.

***

Record 8
Here is a structure of composition C47H33MoN5O2P2S6Se2 from the OMol25 dataset. Energies are from ωB97M-V/def2-TZVPD.

Positions of all 98 atoms, in Å:
1 Mo -0.693 -0.121 0.016
2 Se 5.193 -2.927 0.756
3 Se -0.354 0.418 3.818
4 S -1.490 3.564 -2.258
5 S 2.729 0.127 -1.250
6 S -4.753 -2.275 0.212
7 S -2.965 -0.183 -0.966
8 S -1.986 -1.731 1.213
9 S -1.213 0.137 -3.673
10 P 1.192 -0.993 3.688
11 P 3.702 -3.741 1.973
12 O 0.574 -2.756 -2.046
13 O -0.004 0.866 -1.191
14 N -2.099 6.013 4.011
15 N 1.824 -3.090 0.342
16 N 0.976 -2.158 0.018
17 N 0.737 -1.260 0.984
18 N 0.324 -1.973 -1.103
19 C 4.603 -3.514 6.454
20 C 0.178 -3.332 6.848
21 C 0.824 -2.397 6.058
22 C -2.749 3.040 2.349
23 C 4.326 0.560 -1.720
24 C 0.578 1.667 -2.149
25 C 3.060 2.248 -2.656
26 C -1.689 3.902 2.625
27 C 5.535 -3.054 5.537
28 C 2.964 -5.847 0.328
29 C -0.227 -3.334 4.103
30 C 3.512 -7.818 2.200
31 C 0.824 4.118 -1.301
32 C 3.928 -0.376 3.454
33 C 3.940 1.053 5.836
34 C 5.254 -3.108 4.185
35 C -0.652 -4.277 6.268
36 C 3.399 -4.044 6.018
37 C 5.082 0.260 3.876
38 C -0.229 2.509 1.338
39 C -0.855 -4.276 4.897
40 C 2.830 -7.182 -0.010
41 C 2.784 -0.314 4.236
42 C -2.534 1.934 1.553
43 C -1.908 5.060 3.402
44 C 2.782 0.433 5.410
45 C 0.139 1.201 -3.525
46 C 2.080 1.514 -2.063
47 C 3.357 -5.494 1.616
48 C 3.642 -6.485 2.550
49 C -3.352 -1.447 0.158
50 C -0.420 3.635 2.108
51 C 4.348 1.702 -2.451
52 C 1.506 -1.671 2.032
53 C 0.699 1.486 -4.734
54 C 0.139 3.097 -1.888
55 C -1.024 0.098 -5.378
56 C 0.633 -2.407 4.683
57 C 3.112 -4.101 4.667
58 C 0.027 0.848 -5.799
59 C -1.218 5.141 -1.633
60 C -1.270 1.621 1.044
61 C 4.036 -3.614 3.752
62 C 0.048 5.289 -1.166
63 C 5.094 0.959 5.072
64 C 2.175 -2.830 1.603
65 C 3.114 -8.169 0.921
66 H -0.410 -3.318 3.035
67 H 3.978 -6.225 3.544
68 H -1.702 -0.495 -5.961
69 H 3.921 -0.903 2.510
70 H -2.009 5.866 -1.661
71 H 0.404 4.292 2.342
72 H 4.819 -3.473 7.511
73 H 2.518 -7.454 -1.008
74 H 3.046 -9.212 0.644
75 H 5.145 -0.066 -1.425
76 H 1.851 4.056 -0.988
77 H 0.435 6.195 -0.737
78 H 5.977 -2.774 3.452
79 H 2.772 -5.078 -0.404
80 H 5.245 2.145 -2.845
81 H 1.852 0.554 5.951
82 H 5.997 1.452 5.401
83 H 6.486 -2.670 5.874
84 H 0.774 2.276 0.976
85 H 1.562 2.114 -4.861
86 H 2.876 3.148 -3.216
87 H -1.146 -5.013 6.886
88 H 2.187 -4.537 4.313
89 H -1.517 -4.997 4.441
90 H 2.683 -4.421 6.730
91 H -3.728 3.242 2.758
92 H 0.321 0.945 -6.828
93 H 0.319 -3.313 7.918
94 H 1.487 -1.668 6.499
95 H 3.735 -8.585 2.928
96 H -3.378 1.289 1.327
97 H 3.933 1.628 6.750
98 H 5.965 0.217 3.258

The expectation value of S² is 2.04. The spin multiplicity is 3. The calculation puts the HOMO energy (spin up / spin down) at -0.2868 / -0.2953 Ha. The relative energy (zero: lowest compared OMol25 entry of this formula, charge and spin) is 2.912 eV.

***

F_max, respectively: 0.70 8.33 0.60 0.68 0.87 3.96 5.56 5.07 eV/Å.